# C5H6O2

One molecule with the formula C5H6O2 (the ωB97M-V functional and the def2-TZVPD basis, OMol25).

Summary:
Orbital gap   9.50 eV

The geometry in XYZ format:
```
13
C5H6O2 | OMol25 | the ωB97M-V functional and the def2-TZVPD basis
C -1.785 -0.133 -0.343
C -0.639 0.228 0.564
O 0.521 -1.428 0.685
C 1.697 -1.056 0.177
O 2.705 -1.715 -0.018
C 1.641 0.410 -0.198
C 0.464 0.986 0.015
H -1.949 -1.175 -0.082
H -2.732 0.410 -0.179
H -1.509 -0.054 -1.397
H -0.988 0.649 1.533
H 2.512 0.885 -0.632
H 0.056 1.983 -0.155
```